1.
{"formula": "C53H91NO3S2", "method": "ωB97M-V/def2-TZVPD", "smiles": "CCCCCCCCCCc1c(CCCO)ccc2c1C(=O)c1ccc(CCCSC(=S)N(CC)CC)cc1C2=O.CCCCCC.CCCCCC.CCCCCC", "orbital_gap_ev": 7.59, "e_above_lowest_kcal_mol": 0.0, "species": ["C", "C", "C", "C", "C", "C", "C", "C", "C", "C", "C", "C", "C", "C", "C", "O", "C", "C", "C", "C", "C", "O", "C", "C", "C", "C", "C", "C", "C", "S", "C", "S", "N", "C", "C", "C", "C", "C", "C", "C", "O", "H", "H", "H", "H", "H", "H", "H", "H", "H", "H", "H", "H", "H", "H", "H", "H", "H", "H", "H", "H", "H", "H", "H", "H", "H", "H", "H", "H", "H", "H", "H", "H", "H", "H", "H", "H", "H", "H", "H", "H", "H", "H", "H", "H", "H", "H", "H", "H", "H", "C", "C", "C", "C", "C", "C", "H", "H", "H", "H", "H", "H", "H", "H", "H", "H", "H", "H", "H", "H", "C", "C", "C", "C", "C", "C", "H", "H", "H", "H", "H", "H", "H", "H", "H", "H", "H", "H", "H", "H", "C", "C", "C", "C", "C", "C", "H", "H", "H", "H", "H", "H", "H", "H", "H", "H", "H", "H", "H", "H"], "xyz": [[-0.41, -9.80, 2.94], [-0.27, -10.25, 1.41], [1.22, -10.38, 0.90], [1.75, -9.07, 0.15], [1.57, -7.87, 1.16], [2.35, -6.55, 0.76], [2.02, -5.36, 1.77], [1.19, -5.76, 3.04], [0.90, -4.54, 4.03], [-0.66, -4.14, 3.96], [-0.80, -3.13, 2.77], [-1.40, -3.61, 1.49], [-1.92, -5.09, 1.34], [-2.95, -5.26, 0.16], [-3.70, -6.66, 0.19], [-3.82, -7.21, 1.51], [-1.50, -2.68, 0.34], [-0.99, -1.30, 0.52], [-0.44, -0.82, 1.79], [-0.34, -1.75, 2.96], [0.25, -1.16, 4.26], [0.64, -1.83, 5.20], [0.42, 0.39, 4.41], [0.67, 0.96, 5.75], [0.85, 2.42, 5.87], [0.80, 3.32, 4.69], [1.01, 4.88, 4.80], [2.08, 5.30, 3.71], [2.38, 6.87, 3.67], [4.12, 7.18, 4.24], [5.06, 7.25, 2.63], [5.05, 5.93, 1.65], [5.78, 8.48, 2.33], [4.76, 9.50, 1.94], [4.67, 9.49, 0.35], [6.51, 8.85, 3.58], [7.73, 9.80, 3.14], [0.54, 2.69, 3.40], [0.34, 1.25, 3.23], [0.04, 0.65, 1.83], [0.22, 1.36, 0.86], [-1.16, -10.39, 3.52], [-0.71, -8.71, 2.91], [0.62, -9.80, 3.40], [-0.89, -9.58, 0.75], [-0.75, -11.28, 1.36], [1.26, -11.27, 0.22], [1.90, -10.60, 1.78], [2.81, -9.26, -0.15], [1.13, -8.96, -0.79], [0.47, -7.63, 1.18], [1.92, -8.25, 2.17], [3.45, -6.78, 0.81], [2.05, -6.27, -0.28], [1.54, -4.52, 1.19], [3.02, -4.99, 2.16], [0.18, -6.20, 2.80], [1.80, -6.50, 3.64], [1.44, -3.66, 3.60], [1.24, -4.73, 5.08], [-0.97, -3.59, 4.89], [-1.27, -5.07, 3.85], [-1.05, -5.77, 1.20], [-2.49, -5.29, 2.29], [-2.52, -5.15, -0.86], [-3.76, -4.49, 0.30], [-3.11, -7.41, -0.42], [-4.75, -6.56, -0.22], [-4.53, -7.88, 1.55], [-1.91, -3.03, -0.64], [-1.04, -0.60, -0.36], [0.72, 0.29, 6.65], [1.04, 2.93, 6.85], [0.03, 5.41, 4.70], [1.49, 5.07, 5.80], [3.04, 4.77, 3.95], [1.77, 4.96, 2.69], [2.28, 7.21, 2.60], [1.64, 7.39, 4.34], [3.72, 9.28, 2.33], [5.06, 10.50, 2.34], [3.89, 10.23, 0.01], [5.69, 9.72, -0.06], [4.30, 8.48, 0.03], [5.89, 9.47, 4.29], [6.92, 7.92, 4.04], [8.10, 9.50, 2.13], [8.49, 9.72, 3.95], [7.30, 10.84, 3.06], [0.51, 3.32, 2.47], [-0.47, 1.52, -6.19], [0.71, 1.74, -5.25], [0.60, 0.95, -3.94], [-0.59, 1.31, -3.06], [-0.67, 2.78, -2.64], [0.51, 3.23, -1.80], [-1.41, 1.86, -5.74], [-0.32, 2.08, -7.11], [-0.57, 0.46, -6.44], [0.82, 2.81, -5.04], [1.63, 1.43, -5.76], [1.53, 1.08, -3.37], [0.54, -0.12, -4.18], [-0.56, 0.69, -2.16], [-1.52, 1.04, -3.57], [-1.59, 2.93, -2.06], [-0.77, 3.42, -3.52], [0.60, 2.63, -0.89], [0.39, 4.27, -1.50], [1.45, 3.16, -2.35], [-7.67, -4.05, -5.67], [-8.45, -5.14, -4.95], [-8.32, -5.07, -3.42], [-6.90, -5.27, -2.88], [-6.23, -6.58, -3.28], [-6.96, -7.81, -2.76], [-6.60, -4.13, -5.49], [-7.83, -4.13, -6.75], [-8.00, -3.06, -5.35], [-8.14, -6.12, -5.31], [-9.51, -5.04, -5.21], [-8.99, -5.81, -2.98], [-8.69, -4.09, -3.08], [-6.94, -5.20, -1.79], [-6.27, -4.44, -3.21], [-5.21, -6.58, -2.88], [-6.13, -6.65, -4.37], [-7.03, -7.79, -1.67], [-6.42, -8.72, -3.04], [-7.97, -7.89, -3.17], [3.31, 6.52, -4.30], [2.86, 6.76, -2.86], [1.35, 6.93, -2.73], [0.75, 8.13, -3.47], [1.34, 9.49, -3.08], [1.10, 9.85, -1.62], [3.08, 7.37, -4.95], [4.40, 6.37, -4.33], [2.84, 5.63, -4.71], [3.38, 7.64, -2.46], [3.17, 5.91, -2.25], [1.09, 7.00, -1.67], [0.86, 6.02, -3.10], [-0.33, 8.14, -3.29], [0.87, 7.99, -4.55], [0.87, 10.26, -3.71], [2.41, 9.52, -3.30], [0.04, 9.87, -1.39], [1.51, 10.84, -1.41], [1.59, 9.14, -0.95]]}

=====

2.
{"formula": "C53H97ClN2O13S", "method": "ωB97M-V/def2-TZVPD", "orbital_gap_ev": 7.32, "species": ["C", "O", "C", "C", "C", "C", "C", "C", "C", "C", "C", "C", "C", "C", "Cl", "C", "C", "C", "N", "S", "N", "C", "H", "H", "H", "H", "H", "H", "H", "H", "H", "H", "H", "H", "H", "H", "H", "H", "H", "H", "H", "H", "H", "H", "H", "H", "H", "C", "C", "O", "C", "H", "H", "H", "H", "H", "H", "C", "C", "O", "C", "H", "H", "H", "H", "H", "H", "C", "C", "O", "C", "H", "H", "H", "H", "H", "H", "C", "C", "O", "C", "H", "H", "H", "H", "H", "H", "C", "C", "O", "C", "H", "H", "H", "H", "H", "H", "C", "C", "O", "C", "H", "H", "H", "H", "H", "H", "C", "C", "O", "C", "H", "H", "H", "H", "H", "H", "C", "C", "O", "C", "H", "H", "H", "H", "H", "H", "C", "C", "O", "C", "H", "H", "H", "H", "H", "H", "C", "C", "O", "C", "H", "H", "H", "H", "H", "H", "C", "C", "O", "C", "H", "H", "H", "H", "H", "H", "C", "C", "O", "C", "H", "H", "H", "H", "H", "H"], "xyz": [[-7.22, 4.99, -0.86], [-5.98, 4.63, -1.54], [-6.18, 4.76, -2.98], [-4.77, 5.21, -3.62], [-3.57, 4.18, -3.23], [-3.82, 2.70, -3.88], [-2.40, 1.89, -3.87], [-2.60, 0.34, -3.41], [-1.19, -0.34, -2.95], [-1.58, -1.53, -1.93], [-0.43, -1.94, -0.89], [0.21, -0.71, -0.07], [-0.04, -0.78, 1.52], [-1.42, -0.89, 2.21], [-2.95, -1.02, 1.25], [-1.57, -0.90, 3.79], [-0.35, -0.80, 4.73], [1.07, -0.73, 4.07], [2.33, -0.62, 4.80], [3.47, -0.57, 3.55], [2.63, -0.65, 2.06], [1.22, -0.72, 2.47], [-8.04, 4.23, -1.11], [-7.60, 6.02, -1.19], [-7.00, 4.96, 0.26], [-6.99, 5.55, -3.22], [-6.47, 3.76, -3.48], [-4.85, 5.40, -4.75], [-4.52, 6.24, -3.14], [-3.44, 4.14, -2.09], [-2.60, 4.58, -3.69], [-4.13, 2.86, -4.98], [-4.66, 2.13, -3.35], [-1.76, 2.39, -3.06], [-1.88, 1.93, -4.89], [-3.13, -0.29, -4.22], [-3.36, 0.39, -2.53], [-0.58, 0.50, -2.49], [-0.62, -0.70, -3.88], [-2.59, -1.30, -1.45], [-1.76, -2.47, -2.59], [0.36, -2.61, -1.40], [-0.93, -2.63, -0.11], [-0.11, 0.32, -0.41], [1.36, -0.77, -0.21], [-2.62, -0.97, 4.23], [-0.56, -0.78, 5.85], [2.10, -1.78, 7.78], [0.92, -1.38, 8.62], [-0.12, -0.99, 8.12], [1.08, -1.47, 10.11], [1.84, -1.66, 6.72], [2.96, -1.15, 8.00], [2.34, -2.83, 7.96], [1.89, -0.82, 10.45], [1.28, -2.51, 10.40], [0.15, -1.15, 10.60], [1.66, 2.31, -7.38], [0.85, 2.14, -6.12], [-0.09, 1.36, -6.07], [1.25, 2.96, -4.93], [1.26, 1.66, -8.16], [1.59, 3.34, -7.72], [2.70, 2.04, -7.20], [1.17, 4.02, -5.16], [2.27, 2.71, -4.63], [0.58, 2.73, -4.09], [2.87, 2.22, 2.21], [2.80, 3.60, 1.61], [2.52, 3.77, 0.44], [3.08, 4.76, 2.53], [2.65, 1.48, 1.44], [3.88, 2.03, 2.59], [2.14, 2.12, 3.01], [4.10, 4.69, 2.92], [2.36, 4.78, 3.34], [2.99, 5.70, 1.97], [3.83, -0.60, -9.92], [4.48, 0.75, -10.04], [3.94, 1.75, -9.61], [5.83, 0.82, -10.70], [2.87, -0.50, -9.41], [3.67, -1.02, -10.91], [4.47, -1.27, -9.32], [5.75, 0.46, -11.73], [6.55, 0.22, -10.15], [6.17, 1.86, -10.72], [2.59, 4.52, -10.07], [2.48, 5.42, -11.28], [3.13, 5.20, -12.28], [1.53, 6.59, -11.19], [3.30, 3.72, -10.27], [2.94, 5.10, -9.21], [1.62, 4.08, -9.85], [1.84, 7.25, -10.38], [0.51, 6.23, -11.02], [1.56, 7.14, -12.13], [0.49, 2.41, 6.54], [0.36, 3.32, 5.35], [1.01, 3.13, 4.34], [-0.60, 4.47, 5.46], [1.21, 1.62, 6.32], [0.84, 2.97, 7.41], [-0.48, 1.94, 6.76], [-0.29, 5.13, 6.28], [-1.61, 4.10, 5.63], [-0.59, 5.04, 4.53], [2.26, -6.64, 9.16], [2.13, -6.07, 7.77], [2.47, -4.92, 7.52], [1.56, -6.96, 6.70], [2.68, -5.88, 9.82], [1.27, -6.92, 9.53], [2.92, -7.50, 9.14], [0.55, -7.26, 6.97], [2.20, -7.84, 6.58], [1.53, -6.42, 5.75], [5.47, 6.60, -5.49], [5.25, 5.56, -6.56], [4.28, 4.83, -6.53], [6.28, 5.47, -7.65], [4.65, 6.55, -4.77], [6.41, 6.41, -4.97], [5.48, 7.60, -5.94], [7.25, 5.22, -7.23], [6.33, 6.41, -8.20], [5.99, 4.68, -8.35], [-3.66, 2.57, 9.38], [-3.79, 3.48, 8.19], [-3.14, 3.29, 7.17], [-4.75, 4.63, 8.30], [-2.93, 1.78, 9.15], [-3.30, 3.13, 10.24], [-4.62, 2.10, 9.60], [-4.44, 5.29, 9.12], [-5.76, 4.26, 8.47], [-4.74, 5.21, 7.37], [-1.69, -9.80, 8.64], [-1.82, -9.23, 7.26], [-1.48, -8.08, 7.01], [-2.39, -10.12, 6.19], [-1.27, -9.05, 9.31], [-2.68, -10.09, 9.02], [-1.03, -10.67, 8.63], [-3.41, -10.42, 6.45], [-1.76, -11.00, 6.06], [-2.42, -9.57, 5.24], [-1.60, -6.99, 3.09], [-2.69, -7.71, 2.35], [-3.14, -8.77, 2.76], [-3.22, -7.07, 1.09], [-1.32, -7.56, 3.98], [-0.72, -6.88, 2.45], [-1.95, -6.00, 3.41], [-2.41, -6.97, 0.36], [-3.64, -6.09, 1.32], [-4.00, -7.70, 0.67], [-1.32, -6.34, -4.32], [-0.69, -4.98, -4.44], [-1.23, -3.99, -4.01], [0.66, -4.90, -5.12], [-2.28, -6.25, -3.81], [-1.49, -6.76, -5.31], [-0.68, -7.00, -3.73], [0.58, -5.26, -6.15], [1.39, -5.50, -4.57], [0.99, -3.87, -5.14]]}